5 unconnected molecules or ions with the total composition C20H32Cl9NO3S at a distorted geometry. Source: the Open Molecules 2025 dataset; level of theory: ωB97M-V/def2-TZVPD.

```
66
Properties=species:S:1:pos:R:3:forces:R:3:lowdin_charge:R:1
H -0.75436 -2.39065 -2.25165 -0.363 0.328 -1.022 0.08
C -4.08587 2.70765 -4.22438 0.043 0.184 -0.119 -1.01
H -3.30828 3.02544 -4.91423 -0.014 -0.139 0.077 0.02
H 1.84876 -0.32947 -4.04389 -0.370 -0.384 0.831 0.11
H 1.53821 -1.98975 -3.43937 -0.454 1.053 0.071 0.13
H -1.52572 -1.05263 4.95625 -0.097 0.122 0.055 0.03
H 1.52091 0.85700 2.02124 -0.443 -0.418 -1.086 0.10
C -2.20166 2.59244 2.35306 0.198 0.065 -2.731 -0.24
Cl -3.55717 -0.70153 6.10631 0.008 -0.186 0.098 0.50
H -3.03499 -4.42114 6.54711 -0.030 -0.073 -0.135 0.03
H -4.90050 3.42671 -4.22932 0.023 -0.138 0.069 0.03
Cl 7.00909 -3.69554 0.71832 0.015 0.037 -0.039 0.52
C 1.21795 -0.91177 -3.32229 -0.472 0.089 -0.110 -0.17
H -4.77196 -4.06392 6.40792 0.024 -0.070 -0.144 0.03
N 2.14831 2.49524 -3.63925 0.563 -0.133 0.313 -0.01
H 0.44764 -0.78434 -1.27659 1.015 0.128 -0.536 0.11
H -4.24069 2.75243 1.44271 0.962 -0.417 -0.244 0.11
Cl -4.70587 1.13600 -4.74442 -0.035 0.032 -0.059 0.50
H -2.92057 -1.72075 4.07606 -0.027 0.240 0.140 -0.05
C -2.55581 -0.87622 4.65525 -0.074 -0.041 -0.132 -0.98
H 1.13567 2.64459 3.06630 -0.775 -0.226 0.758 0.08
C 0.12420 2.37478 3.45941 -1.103 -0.471 -0.941 -0.06
C -0.82486 2.05410 2.23926 -0.603 0.873 -0.793 -0.28
C 1.99346 1.32782 -0.05463 -1.013 -1.437 -1.075 -0.23
C 1.40674 -0.50525 -1.80650 -0.347 0.077 -0.267 -0.24
H 3.44086 2.34397 -1.96996 -0.704 -0.557 -0.382 0.11
H 3.27302 0.85025 -2.98218 -0.286 1.029 0.538 0.12
H -3.58353 1.38721 -0.62978 1.509 -0.091 1.165 0.03
H -2.52362 3.20271 3.23523 0.703 -0.654 -0.870 0.10
C 5.41372 -3.07266 0.28138 0.100 0.240 0.009 -1.04
H -0.22974 -1.24413 -4.90730 0.007 0.772 0.979 0.10
O 3.81118 -0.07018 1.49247 -1.542 -0.268 -1.662 -0.30
C -3.94174 -4.62123 5.98299 -0.016 0.081 0.236 -1.02
C 2.53779 -1.39105 -1.14293 -0.987 -0.918 0.362 -0.17
O 4.74850 1.48565 -0.01124 -1.776 -1.082 -1.578 -0.29
H 0.62853 1.59006 -1.84165 0.866 -0.604 0.665 0.11
H 0.95575 -0.44989 0.93383 0.328 0.934 -0.204 0.12
S 3.66172 0.51799 0.15522 3.265 1.011 3.251 0.72
Cl 4.14347 -4.25390 0.63875 -0.121 0.045 -0.055 0.51
Cl -4.30367 -6.34817 6.07299 0.006 0.031 0.066 0.51
C 1.58408 1.06135 -1.56578 0.941 0.050 -0.139 -0.23
H -1.20463 0.43857 -0.87242 -0.085 0.569 0.877 0.07
H -2.03124 -1.17229 -2.56947 0.703 -0.761 -0.457 0.06
H 0.12035 1.45294 4.09942 0.470 0.802 -0.458 0.08
H 5.22045 -2.16614 0.84924 -0.007 -0.153 0.046 0.01
H 2.17347 -1.80661 -0.15552 0.478 0.532 -0.907 0.12
H -1.83246 -2.49563 -3.76642 0.775 0.528 0.584 0.08
H 1.50296 1.96238 -4.21785 0.024 0.385 0.377 0.02
O 3.79551 -0.71234 -0.93002 -0.829 1.638 0.299 -0.25
C -0.39121 1.25523 1.08421 -2.498 1.324 0.095 -0.14
Cl -0.95649 0.82669 -3.95265 0.446 -0.655 0.042 0.60
H 1.76056 3.38827 -3.34328 -0.102 -0.455 -0.141 0.07
H 5.40103 -2.85242 -0.78219 0.032 -0.129 0.091 0.02
C -3.20809 2.35856 1.31945 3.154 -0.859 -0.177 -0.10
Cl -2.61929 0.58481 3.64815 -0.374 -1.884 1.196 0.74
H 2.78003 -2.30374 -1.75828 -0.136 1.133 0.481 0.13
Cl -3.40606 2.62271 -2.59384 -0.174 0.386 -0.425 0.56
C -1.42362 1.03889 0.04101 -0.702 0.887 1.350 -0.03
C 1.04961 0.66078 1.01671 -0.599 0.776 1.011 -0.13
Cl -3.70119 -4.10065 4.30964 -0.047 -0.123 -0.030 0.54
C -1.26027 -1.82162 -3.07866 -0.417 1.152 0.599 -0.11
C -2.77997 1.57274 0.14844 0.286 0.312 1.655 -0.15
H 2.10483 2.43191 0.08997 0.282 -1.054 0.162 0.16
H -0.32896 3.19750 4.07811 0.630 -0.714 -0.742 0.08
C -0.26296 -0.85177 -3.85084 0.171 -1.949 -0.471 -0.66
C 2.70542 1.71280 -2.52760 -0.406 -0.799 -0.420 -0.23
```
Positions in Å, forces in eV/Å.

For the total energy, the calculation gives -152425.7127 eV. The maximum force is 4.72 eV Å⁻¹. For the HOMO-LUMO gap, the calculation gives 9.0 eV. As for the SMILES: Cc1ccccc1C[C@@H]1[C@@H](CN)[C@@H](C[C@@H](C)Cl)COS1(=O)=O.ClCCl.ClCCl.ClCCl.ClCCl. The multiplicity is 1.